Record 1
Formula: C26H53BrN7O12PS3
Source: OMol25
Level of theory: the ωB97M-V functional and the def2-TZVPD basis

Calculated total energy (a.u.): -6418.4531
Strongest force on any atom (eV/A): 3.7
Total charge: 0
HOMO-LUMO gap (eV): 9.01
SMILES: C[C@](Br)(C[C@H]1CO1)O[C@@](CCSc1nnco1)([C@H](OC#N)O[C@](S)(CCCS(=O)(=O)O)CC(N)(N)N)P(=N)(O)O.CCOCC.CCOCC
HOMO level (eV): -9.1

Each line ends with the Mulliken charge.
Positions of all 103 atoms, in Å:
C  1.711  4.532  1.311  -1.56
C  0.425  4.877  0.568  0.55
Br  1.003  5.643  -1.167  -0.12
C  -0.276  6.042  1.276  -1.08
C  -0.743  5.630  2.662  0.41
C  -1.683  6.593  3.301  -1.03
O  -2.023  5.185  2.747  -0.38
O  -0.569  3.895  0.516  0.53
C  -0.506  2.643  -0.131  1.69
C  0.669  1.722  0.197  -2.65
C  0.830  1.411  1.692  0.89
S  2.561  1.337  2.236  -0.45
C  3.033  -0.318  2.014  1.05
N  3.619  -0.964  2.959  -0.35
N  3.931  -2.216  2.454  -0.36
C  3.489  -2.227  1.250  -0.25
O  2.903  -1.078  0.877  -0.20
C  -1.861  1.922  0.308  -1.38
O  -2.315  2.560  1.547  -0.17
C  -3.424  3.192  1.422  0.57
N  -4.402  3.782  1.279  -0.66
O  -1.637  0.592  0.494  0.20
C  -2.750  -0.317  0.628  1.51
S  -3.617  -0.278  2.239  -0.20
C  -2.002  -1.670  0.723  -2.42
C  -1.137  -1.850  1.974  -1.08
C  0.028  -2.818  1.730  -0.97
S  -0.453  -4.504  1.990  1.17
O  -0.835  -5.058  0.731  -0.52
O  -1.404  -4.584  3.060  -0.70
O  0.874  -5.222  2.493  -0.50
C  -3.631  -0.412  -0.631  -1.81
C  -4.892  0.430  -0.932  0.90
N  -5.718  -0.329  -1.917  -0.80
N  -5.811  0.682  0.139  -0.70
N  -4.511  1.700  -1.583  -0.34
P  -0.616  2.654  -2.000  0.20
N  -1.292  1.366  -2.564  -0.64
O  0.877  2.817  -2.575  -0.53
O  -1.450  3.958  -2.299  -0.49
H  2.164  5.467  1.629  0.48
H  2.439  4.032  0.680  0.58
H  1.523  3.925  2.191  0.20
H  0.421  6.862  1.419  0.53
H  -1.180  6.318  0.741  0.48
H  -0.015  5.176  3.326  0.28
H  -2.425  7.132  2.726  0.31
H  -2.036  6.409  4.306  0.40
H  0.604  0.797  -0.367  0.93
H  1.584  2.199  -0.154  1.14
H  0.318  2.118  2.337  0.67
H  0.439  0.417  1.874  -1.69
H  3.605  -3.117  0.657  0.43
H  -2.642  2.101  -0.437  0.63
H  -4.196  0.924  2.246  0.14
H  -1.378  -1.730  -0.169  0.43
H  -2.736  -2.472  0.717  0.77
H  -0.750  -0.904  2.341  0.48
H  -1.723  -2.264  2.790  0.78
H  0.430  -2.720  0.724  0.54
H  0.834  -2.590  2.427  0.22
H  0.859  -5.148  3.461  0.37
H  -3.922  -1.454  -0.716  0.71
H  -2.950  -0.234  -1.465  0.37
H  -6.329  -0.940  -1.381  0.33
H  -5.131  -0.956  -2.458  0.29
H  -5.490  1.379  0.794  0.08
H  -6.732  0.895  -0.213  0.35
H  -4.034  1.470  -2.451  0.20
H  -5.396  2.111  -1.870  0.26
H  -0.712  0.857  -3.219  0.17
H  1.192  1.958  -2.881  0.36
H  -2.066  3.767  -3.022  0.40
C  -0.950  -6.139  -4.449  -1.08
C  -2.270  -5.909  -3.732  -0.13
O  -2.956  -7.095  -3.384  -0.43
C  -2.265  -7.980  -2.515  -0.43
C  -1.895  -7.367  -1.177  -0.80
H  -1.105  -6.728  -5.354  0.30
H  -0.504  -5.183  -4.727  0.39
H  -0.233  -6.671  -3.824  0.27
H  -2.951  -5.368  -4.391  0.34
H  -2.119  -5.278  -2.848  0.15
H  -1.375  -8.385  -3.011  0.28
H  -2.945  -8.818  -2.363  0.33
H  -1.210  -6.528  -1.282  0.15
H  -1.410  -8.111  -0.543  0.43
H  -2.785  -7.001  -0.663  0.27
C  6.271  -0.323  0.294  -1.09
C  5.802  1.017  -0.250  0.34
O  6.361  2.154  0.371  -0.39
C  7.769  2.279  0.281  -0.35
C  8.298  2.359  -1.141  -1.03
H  6.072  -0.405  1.364  0.28
H  5.720  -1.103  -0.234  0.27
H  7.336  -0.501  0.139  0.46
H  4.725  1.075  -0.075  -0.36
H  5.950  1.061  -1.335  0.31
H  8.260  1.465  0.828  0.31
H  8.008  3.200  0.811  0.35
H  8.089  1.451  -1.709  0.27
H  9.379  2.502  -1.128  0.40
H  7.842  3.196  -1.671  0.29

***

Record 2
Formula: C26H53BrO11S
Source: OMol25
Level of theory: the ωB97M-V functional and the def2-TZVPD basis

Calculated total energy (a.u.): -4821.9822
Strongest force on any atom (eV/A): 5.7
Total charge: 0
HOMO-LUMO gap (eV): 8.57
SMILES: CC(C)=CCC[C@H](C)CC[C@@H]1OS(=O)(=O)O[C@@H]1CC(=O)Br.COCCOC.COCCOC.COCCOC
HOMO level (eV): -8.8

Each line ends with the Mulliken charge.
Positions of all 92 atoms, in Å:
C  -0.087  -3.768  1.587  -1.12
C  -1.634  -3.332  1.742  0.45
C  -2.198  -3.016  3.220  -1.11
C  -2.461  -3.264  0.596  -0.19
C  -3.988  -2.723  0.594  -0.63
C  -3.975  -1.281  -0.183  -0.38
C  -4.280  -0.148  0.911  0.66
C  -5.899  0.072  0.884  -1.43
C  -3.638  1.290  0.603  -1.32
C  -2.127  1.254  0.075  -0.69
C  -1.097  0.506  1.040  1.16
O  -1.062  0.862  2.451  -0.32
S  -0.093  2.225  2.569  1.06
O  -0.898  3.480  2.760  -0.60
O  0.974  2.123  3.626  -0.50
O  0.717  2.178  1.080  -0.47
C  0.436  0.820  0.582  0.04
C  0.726  0.992  -0.993  -0.58
C  0.446  -0.332  -1.834  0.28
O  -0.124  -1.333  -1.325  -0.42
Br  1.021  -0.404  -3.757  -0.15
H  0.475  -3.161  0.800  0.17
H  -0.096  -4.886  1.321  0.34
H  0.474  -3.656  2.574  0.31
H  -2.529  -4.028  3.669  0.30
H  -1.364  -2.525  3.842  0.31
H  -3.070  -2.282  3.197  0.23
H  -2.023  -3.570  -0.427  0.22
H  -4.627  -3.469  -0.012  0.31
H  -4.432  -2.659  1.641  0.34
H  -4.855  -1.315  -0.913  0.57
H  -2.951  -1.216  -0.677  0.07
H  -4.039  -0.453  1.987  0.08
H  -6.258  0.807  1.681  0.35
H  -6.119  0.538  -0.152  0.38
H  -6.462  -0.930  0.890  0.31
H  -4.343  1.866  -0.083  0.38
H  -3.624  1.864  1.608  0.29
H  -2.119  0.730  -0.948  0.23
H  -1.779  2.338  -0.120  0.48
H  -1.098  -0.647  0.943  -0.52
H  1.255  0.196  1.109  0.39
H  0.105  1.885  -1.363  0.37
H  1.850  1.238  -1.110  0.30
C  6.799  -0.022  -4.609  -0.68
O  7.168  0.115  -3.243  -0.38
C  6.614  1.286  -2.647  -0.60
C  5.391  0.952  -1.798  -0.54
O  4.312  0.480  -2.602  -0.16
C  4.186  -0.935  -2.569  -0.82
H  7.035  -1.040  -4.925  0.24
H  5.730  0.148  -4.762  0.26
H  7.374  0.680  -5.219  0.33
H  6.369  2.034  -3.408  0.33
H  7.386  1.710  -1.998  0.39
H  5.047  1.866  -1.303  0.35
H  5.643  0.224  -1.018  0.39
H  3.747  -1.244  -1.615  0.28
H  5.149  -1.435  -2.704  0.45
H  3.524  -1.239  -3.377  0.17
C  -1.997  -0.653  -6.160  -0.23
O  -3.049  0.284  -5.973  -0.40
C  -2.617  1.629  -6.164  -0.34
C  -3.023  2.154  -7.537  -0.55
O  -2.340  1.465  -8.581  -0.38
C  -3.148  0.473  -9.198  -0.72
H  -2.437  -1.648  -6.251  0.29
H  -1.422  -0.446  -7.067  0.34
H  -1.332  -0.639  -5.292  -0.22
H  -1.536  1.717  -6.016  0.24
H  -3.111  2.235  -5.397  0.38
H  -2.737  3.208  -7.609  0.37
H  -4.109  2.092  -7.675  0.33
H  -3.883  0.949  -9.853  0.33
H  -3.666  -0.148  -8.462  0.32
H  -2.503  -0.169  -9.798  0.25
C  1.949  1.319  6.263  -0.62
O  1.809  0.044  6.879  -0.35
C  3.033  -0.424  7.441  -0.53
C  3.066  -0.217  8.952  -0.48
O  3.087  1.167  9.289  -0.38
C  1.811  1.651  9.683  -0.73
H  0.953  1.723  6.084  0.22
H  2.499  2.021  6.897  0.31
H  2.462  1.211  5.304  0.31
H  3.892  0.057  6.962  0.34
H  3.090  -1.497  7.233  0.38
H  3.987  -0.657  9.347  0.37
H  2.220  -0.722  9.435  0.32
H  1.580  1.303  10.694  0.33
H  1.023  1.328  8.998  0.32
H  1.844  2.741  9.683  0.25

***

Question: Which formula does entry 1 have?
Answer: C26H53BrN7O12PS3